## one
{
  "formula": "C4H6N4",
  "method": "wB97M-V/def2-TZVPD",
  "total_charge": 0,
  "orbital_gap_ev": [7.861, 7.860],
  "multiplicity": 1,
  "mol_weight_g_mol": 110.1,
  "species": ["C", "C", "C", "C", "N", "N", "N", "N", "H", "H", "H", "H", "H", "H"],
  "coordinates": [[0.59, -1.48, -0.23], [-2.27, 0.79, 0.44], [0.85, -0.08, -0.51], [-0.97, 0.22, 0.00], [-0.23, 0.67, -1.00], [1.92, 0.65, 0.02], [-0.37, -0.79, 0.73], [3.04, 0.32, -0.41], [3.73, 0.95, 0.02], [0.08, -2.06, -1.00], [1.38, -2.00, 0.28], [-2.83, 1.14, -0.43], [-2.83, 0.04, 0.99], [-2.09, 1.65, 1.09]]
}



## two
{
  "formula": "C4H6N4",
  "method": "wB97M-V/def2-TZVPD",
  "total_charge": 0,
  "orbital_gap_ev": 9.316,
  "multiplicity": 1,
  "mol_weight_g_mol": 110.1,
  "species": ["C", "C", "C", "C", "H", "H", "H", "H", "H", "H", "N", "N", "N", "N"],
  "coordinates": [[-1.29, -0.85, -0.51], [0.05, -0.21, -0.36], [1.95, 1.01, 0.06], [0.44, 0.92, 0.37], [-2.11, -0.14, -0.55], [-1.48, -1.88, -1.34], [-1.65, -1.30, 0.60], [1.16, -1.66, -1.37], [2.56, 1.80, 0.59], [-1.61, 0.15, 1.11], [1.22, -0.71, -0.84], [2.41, 0.05, -0.71], [-0.25, 1.64, 1.33], [-1.40, 1.17, 1.62]]
}



Stability ranking, top and bottom: two is the most stable and one is the least stable.



## one
{
  "formula": "C2H3FI2",
  "method": "wB97M-V/def2-TZVPD",
  "total_charge": 0,
  "orbital_gap_ev": 9.058,
  "multiplicity": 1,
  "mol_weight_g_mol": 299.9,
  "species": ["C", "C", "F", "I", "I", "H", "H", "H"],
  "coordinates": [[0.37, 0.50, -0.57], [-0.10, -0.50, 0.44], [-0.65, 1.19, -1.10], [-1.36, -2.07, -0.27], [-1.06, 0.61, 2.11], [1.03, 0.03, -1.27], [0.84, 1.35, -0.17], [0.93, -1.12, 0.82]]
}



## two
{
  "formula": "C2H3FI2",
  "method": "wB97M-V/def2-TZVPD",
  "total_charge": 0,
  "orbital_gap_ev": 8.507,
  "multiplicity": 1,
  "mol_weight_g_mol": 299.9,
  "species": ["C", "C", "F", "I", "I", "H", "H", "H"],
  "coordinates": [[-0.67, 0.00, -0.54], [0.49, -0.04, 0.39], [-0.23, 0.18, -1.83], [1.66, 1.72, 0.37], [1.60, -1.83, 0.39], [-1.33, 0.84, -0.32], [-1.23, -0.95, -0.53], [-0.30, 0.09, 2.06]]
}



Stability ranking, top and bottom: one is the most stable and two is the least stable.



## one
{
  "formula": "C4H11NO2",
  "method": "wB97M-V/def2-TZVPD",
  "total_charge": 1,
  "orbital_gap_ev": [10.400, 4.730],
  "multiplicity": 2,
  "mol_weight_g_mol": 105.1,
  "species": ["C", "C", "N", "H", "H", "H", "H", "H", "H", "H", "H", "C", "C", "O", "O", "H", "H", "H"],
  "coordinates": [[2.01, -0.09, -0.59], [3.27, -0.63, 0.11], [1.12, -0.96, -1.28], [1.42, 0.33, 0.27], [2.30, 0.73, -1.25], [3.78, -1.45, -0.41], [3.06, -1.08, 1.08], [1.30, -1.97, -1.20], [-0.24, -0.76, 0.18], [0.96, -0.69, -2.25], [3.94, 0.22, 0.19], [-3.05, 0.63, 0.77], [-1.59, 0.49, 0.43], [-0.94, 1.42, 0.02], [-1.06, -0.72, 0.63], [-3.40, 1.54, 0.30], [-3.14, 0.89, 1.83], [-3.59, -0.26, 0.48]]
}



## two
{
  "formula": "C4H11NO2",
  "method": "wB97M-V/def2-TZVPD",
  "total_charge": 1,
  "orbital_gap_ev": [9.452, 6.755],
  "multiplicity": 2,
  "mol_weight_g_mol": 105.1,
  "species": ["C", "C", "C", "C", "N", "H", "H", "H", "H", "H", "H", "H", "H", "H", "O", "H", "H", "O"],
  "coordinates": [[1.40, 0.59, -1.37], [1.14, -0.68, -0.66], [0.18, -1.64, -0.91], [1.35, -0.58, 1.65], [1.88, -0.69, 0.51], [0.83, 0.78, -2.28], [1.17, 1.39, -0.64], [2.47, 0.56, -1.56], [-0.48, -2.12, -0.17], [-0.17, -2.13, -1.81], [2.00, -0.54, 2.53], [0.26, -0.53, 1.79], [-0.33, 3.48, 0.96], [-1.01, 2.37, 0.33], [-0.21, 2.91, 0.20], [-3.21, -0.75, 0.33], [-4.40, -1.45, 0.92], [-4.17, -0.72, 0.34]]
}



## three
{
  "formula": "C4H11NO2",
  "method": "wB97M-V/def2-TZVPD",
  "total_charge": 1,
  "orbital_gap_ev": [12.036, 6.798],
  "multiplicity": 2,
  "mol_weight_g_mol": 105.1,
  "species": ["C", "O", "C", "C", "C", "O", "N", "H", "H", "H", "H", "H", "H", "H", "H", "H", "H", "H"],
  "coordinates": [[-0.99, 0.97, -0.40], [-2.04, 1.69, 0.21], [-0.55, -0.18, 0.51], [0.78, -0.87, 0.06], [0.72, -1.47, -1.34], [1.77, 0.18, 0.02], [-0.35, 0.44, 1.83], [-1.33, 0.51, -1.33], [-0.18, 1.62, -0.72], [-1.89, 2.62, 0.06], [-1.30, -0.98, 0.58], [1.02, -1.56, 0.86], [1.73, -1.70, -1.65], [0.06, -2.33, -1.36], [0.30, -0.73, -2.02], [2.41, 0.00, 0.71], [0.61, 0.41, 2.18], [-0.77, 1.38, 1.80]]
}



Stability ranking, top and bottom: one is the most stable and two is the least stable.